{"formula": "C12H15N2O5S", "method": "the ωB97M-V functional and the def2-TZVPD basis", "e_lumo_ev": -5.211, "total_charge": 1, "gap_ev": 7.3, "mol_weight_g_mol": 299.33, "symbols": ["N", "C", "C", "C", "C", "C", "C", "O", "O", "S", "C", "C", "N", "H", "H", "H", "H", "H", "H", "H", "H", "H", "C", "C", "C", "O", "C", "O", "O", "H", "H", "H", "H", "H", "H"], "xyz": [[-2.888654, 0.429114, 2.473875], [-2.375713, 0.463205, 3.682747], [-1.973930, -0.906670, 4.484493], [-0.537882, -1.341432, 3.856070], [-0.621695, -2.110439, 2.484461], [0.706588, -2.530402, 1.772491], [0.676455, -3.314384, 0.381859], [0.067174, -4.402132, 0.334516], [1.324076, -2.683119, -0.749081], [0.298334, -1.327650, -1.057688], [2.042674, -2.116971, 2.514717], [1.965701, -1.369931, 3.891298], [0.693806, -0.993763, 4.519019], [-3.012470, -0.548467, 2.148585], [-2.122525, 1.434431, 4.253226], [-1.916165, -0.752216, 5.618550], [-2.738975, -1.749556, 4.311673], [-1.635172, -2.360680, 2.006877], [0.670974, -0.303509, -0.163040], [3.060598, -2.365053, 2.065678], [2.912548, -1.056283, 4.464120], [0.641437, -0.478506, 5.416607], [0.291717, 1.541499, -5.997085], [-0.085647, 2.145584, -4.661551], [0.539362, 3.481786, -4.396091], [0.566107, 3.523618, -2.972571], [0.640409, 2.232552, -2.550655], [0.865364, 1.898992, -1.419138], [0.428425, 1.365432, -3.582554], [0.017621, 0.484498, -6.030745], [-0.209131, 2.062796, -6.815919], [1.370196, 1.591644, -6.164321], [-1.176007, 2.177870, -4.558274], [-0.052295, 4.308789, -4.796901], [1.566694, 3.569350, -4.765245]], "forces_ev_per_a": [[1.46, 0.12, 3.36], [-0.61, -1.10, -1.35], [1.06, 0.23, -0.45], [-0.35, -1.24, -1.60], [4.11, 0.56, 1.37], [-0.16, 2.58, 3.58], [-1.67, -2.70, -0.24], [2.74, 4.51, 0.09], [-1.60, -0.20, 2.99], [0.13, 0.65, 0.11], [-3.34, 1.09, 2.09], [-1.29, -1.05, -2.29], [-0.19, -2.37, -4.30], [0.00, 0.63, 0.31], [-0.61, -1.46, -1.27], [0.11, -0.07, -1.66], [1.29, 1.37, 0.01], [1.81, 0.46, 1.00], [0.29, -1.24, -0.75], [-1.62, 0.45, 0.84], [-1.73, -0.60, -1.08], [0.25, -0.54, -0.86], [0.15, -0.30, 0.03], [-0.05, -0.33, -1.26], [-0.20, 0.75, -0.41], [0.10, -0.75, 0.50], [0.15, -0.14, 0.45], [-0.23, 0.15, -0.65], [0.14, 0.48, 0.99], [-0.13, 0.14, -0.02], [-0.01, -0.03, 0.12], [-0.05, 0.08, 0.07], [0.08, 0.11, 0.06], [0.09, -0.06, 0.27], [-0.11, -0.17, -0.05]]}